No. 1
# C2H4N2O

The molecule C2H4N2O (ωB97M-V/def2-TZVPD, the Open Molecules 2025 dataset).

Geometry (Å):
1 O -2.43521 -0.55961 -0.05702
2 N -1.81011 0.49919 0.13140
3 N -0.54692 0.25197 0.41484
4 C 0.73296 0.74675 -0.06780
5 C 0.52614 -0.73756 0.06706
6 H 1.41616 1.21402 0.66176
7 H 0.68797 1.14477 -1.06459
8 H 0.59503 -1.28760 -0.95442
9 H 0.83398 -1.27193 0.86878

## Properties
SMILES   O=NN1CC1
ΔE to the lowest compared entry with this formula, charge and spin   419.3 kJ/mol
LUMO level   0.48 eV
Orbital gap   0.370 hartree
HOMO level   -0.352 Eh
Molar mass   72.07 g mol⁻¹

Here are the Löwdin charges for atoms 1 to 6, given in e:
1. O -0.07
2. N -0.06
3. N -0.13
4. C -0.10
5. C -0.06
6. H 0.11

No. 2
# C2H4N2O

A cluster of 2 separate species, C2H4N2O in total (ωB97M-V/def2-TZVPD, the Open Molecules 2025 dataset).

Geometry (Å):
1 C 1.48494 -0.04973 -0.64393
2 N 1.70075 0.86634 0.16271
3 N 2.28015 -0.55966 0.37269
4 H 1.06071 -0.39178 -1.55748
5 H 1.74098 -1.07360 1.07578
6 C -2.07061 0.30358 0.14617
7 O -1.15272 -0.44242 -0.02028
8 H -2.04519 1.35144 -0.18975
9 H -2.99901 -0.00419 0.65408

## Properties
SMILES   C1=NN1.C=O
ΔE to the lowest compared entry with this formula, charge and spin   416.1 kJ/mol
LUMO level   0.56 eV
Orbital gap   0.352 hartree
HOMO level   -0.332 Eh
Molar mass   72.07 g mol⁻¹

Here are the Löwdin charges for atoms 1 to 6, given in e:
1. C -0.28
2. N 0.10
3. N -0.01
4. H 0.11
5. H 0.06
6. C -0.12

No. 3
# C2H4N2O

A structure of composition C2H4N2O (ωB97M-V/def2-TZVPD, the Open Molecules 2025 dataset).

Geometry (Å):
1 C -1.94444 -0.80044 0.02272
2 C 0.63542 0.45135 -0.00025
3 N -3.00709 -0.08818 0.28224
4 N -1.23515 0.22201 -0.51667
5 O -2.27871 1.04722 -0.08732
6 H -1.77873 -1.81339 0.15061
7 H 0.93736 -0.16034 -0.72975
8 H 0.61011 1.55518 -0.16190
9 H 0.52867 0.13302 0.96583

## Properties
ΔE to the lowest compared entry with this formula, charge and spin   615.0 kJ/mol
LUMO level   0.14 eV
Orbital gap   0.353 hartree
HOMO level   -0.348 Eh
Molar mass   72.07 g mol⁻¹

Here are the Löwdin charges for atoms 1 to 6, given in e:
1. C -0.24
2. C 0.19
3. N 0.05
4. N -0.06
5. O -0.12
6. H 0.09

No. 4
# C2H4N2O2

The molecule C2H4N2O2 (ωB97M-V/def2-TZVPD, the Open Molecules 2025 dataset).

Geometry (Å):
1 N 1.45471 -0.42193 -0.39429
2 C 0.60690 -0.13557 0.61843
3 O 0.66673 -0.58144 1.73339
4 N -0.43955 0.80289 0.17131
5 C -1.50598 0.07412 -0.26327
6 O -1.39453 -1.12228 -0.42968
7 H 2.32079 -0.88281 -0.17929
8 H 1.27086 -0.10804 -1.33169
9 H -0.54809 1.74382 0.54421
10 H -2.43183 0.63125 -0.46912

## Properties
SMILES   NC(=O)NC=O
ΔE to the lowest compared entry with this formula, charge and spin   75.8 kJ/mol
LUMO level   0.75 eV
Orbital gap   0.402 hartree
HOMO level   -0.374 Eh
Molar mass   88.07 g mol⁻¹

Here are the Löwdin charges for atoms 1 to 6, given in e:
1. N 0.18
2. C -0.58
3. O 0.10
4. N 0.10
5. C -0.35
6. O 0.03

No. 5
# C2H4N2O2

A cluster of 2 separate species, C2H4N2O2 in total (ωB97M-V/def2-TZVPD, the Open Molecules 2025 dataset).

Geometry (Å):
1 C 0.20136 0.46800 -0.56920
2 C -0.91022 -0.11245 0.11938
3 N 0.97200 1.26760 0.03883
4 N -1.88483 -0.87139 -0.58481
5 O -1.73194 -1.01979 -1.78148
6 O -2.82822 -1.29393 0.05008
7 H 0.27191 0.20505 -1.63353
8 H -0.33468 -1.62779 1.57954
9 H -1.26063 0.34376 1.03315
10 H 1.68915 1.71138 -0.53196

## Properties
ΔE to the lowest compared entry with this formula, charge and spin   826.7 kJ/mol
LUMO level (spin up / spin down)   -2.39 / -1.26 eV
Orbital gap (spin up / spin down)   0.310 / 0.334 hartree
HOMO level (spin up / spin down)   -0.398 / -0.380 Eh
Molar mass   88.07 g mol⁻¹

Here are the Löwdin charges for atoms 1 to 6, given in e:
1. C -0.25
2. C -0.05
3. N 0.12
4. N -0.44
5. O 0.07
6. O 0.06

No. 6
# C2H4N2O2

The molecule C2H4N2O2 (ωB97M-V/def2-TZVPD, the Open Molecules 2025 dataset).

Geometry (Å):
1 O 1.40051 -1.22033 -0.00666
2 N 1.90437 0.06602 0.08266
3 C 0.97676 1.06682 -0.03595
4 C -0.49762 0.86213 -0.00868
5 N -0.97758 -0.29479 -0.08762
6 O -2.33102 -0.22019 0.02832
7 H 0.39538 -1.16380 -0.16618
8 H 1.28426 2.06913 -0.08728
9 H -1.10057 1.72442 0.15723
10 H -2.49738 -1.07788 0.22546

## Properties
SMILES   O/N=C\C=N\O
ΔE to the lowest compared entry with this formula, charge and spin   528.7 kJ/mol
LUMO level   -0.04 eV
Orbital gap   0.347 hartree
HOMO level   -0.349 Eh
Molar mass   88.07 g mol⁻¹

Here are the Löwdin charges for atoms 1 to 6, given in e:
1. O -0.08
2. N 0.01
3. C -0.09
4. C -0.11
5. N -0.04
6. O 0.03